DFT (wB97M-V/def2-TZVPD) results for a 3-piece molecular cluster, C4H7NO overall at a distorted geometry.

Structure (XYZ):
```
13
Properties=species:S:1:pos:R:3:nbo_charge:R:1
C 1.3535 -0.7033 -0.2211 -0.61
C -0.0425 -0.1733 -0.4348 -0.16
C -0.3538 1.2495 0.0454 -0.19
N -0.1953 0.9716 -1.3302 -0.52
C -1.0859 -0.7323 0.3715 0.68
O -2.0804 -1.3507 0.4708 -0.45
H 1.4438 -1.7264 -0.5984 0.22
H 2.0532 -0.0622 -0.7614 0.24
H 1.6136 -0.7017 0.8436 0.23
H -1.3995 1.4658 0.3279 0.18
H 0.0464 0.8594 1.4451 0.13
H -1.0268 1.0715 -1.9108 0.38
H -0.3781 0.0091 1.7656 -0.13
```

Calculated values
* gap between HOMO and LUMO (alpha / beta): 8.6 / 8.6 eV
* spin multiplicity: 1
* net charge: 0
* energy relative to the best compared isomer or geometry (same formula, charge and spin): 173.3 kcal per mole
* molecular weight: 85.1 g mol⁻¹

=====

DFT (wB97M-V/def2-TZVPD) results for a 6-piece molecular cluster, C30H48NO16Si overall at a distorted geometry.

Structure (XYZ):
```
96
Properties=species:S:1:pos:R:3:mulliken_charge:R:1
C 2.1518 2.8950 -4.0299 -0.30
O 1.9185 2.2109 -5.2833 -0.41
C 0.5900 1.6538 -5.3433 -0.48
C 0.5152 0.1536 -4.7147 0.05
C -0.9691 -0.4696 -4.7558 -0.55
C -2.1118 0.5038 -4.1631 -0.31
C -3.1225 -0.3025 -3.1738 -0.34
C -2.8129 0.1109 -1.6290 -1.11
C -1.4729 -0.5882 -1.0862 0.29
C -1.3571 -2.0618 -0.6416 -0.56
C 0.0059 -2.6550 -0.1713 -0.33
C 1.2489 -1.7107 -0.1487 0.55
Si 3.0150 -2.2793 0.3465 0.08
C 4.2313 -0.9467 -0.3769 -0.96
C 3.3395 -3.9173 -0.6497 -0.96
C 3.2806 -2.5479 2.2205 -0.52
C 1.0122 -0.2308 -0.5918 -0.62
N -0.2923 0.2336 -1.0139 0.62
H 2.6885 2.1528 -3.3183 0.09
H 1.2052 3.2552 -3.5047 0.19
H 2.8379 3.8079 -4.1455 0.21
H -0.1741 2.3016 -4.7953 0.31
H 0.3201 1.5556 -6.4641 0.27
H 1.1456 -0.4927 -5.4392 0.33
H 0.9840 0.1462 -3.6581 -0.33
H -1.1683 -0.7384 -5.8632 0.39
H -0.9893 -1.4246 -4.1034 0.25
H -1.6041 1.3023 -3.5229 -0.03
H -2.6546 0.9754 -5.0477 0.45
H -4.2044 -0.0365 -3.4536 0.04
H -3.0413 -1.4472 -3.3142 0.36
H -2.6385 1.2444 -1.6506 0.33
H -3.7184 -0.0692 -0.9589 0.34
H -2.2732 -2.7348 -0.6821 0.48
H 0.1652 -3.7334 0.1574 0.37
H 5.2577 -1.4609 -0.4618 0.35
H 4.2709 0.0062 0.2667 0.23
H 3.8530 -0.7157 -1.4437 0.26
H 3.0612 -3.6585 -1.7399 0.25
H 2.5818 -4.6777 -0.2162 0.27
H 4.4076 -4.2952 -0.5325 0.37
H 4.1961 -1.9059 2.5188 0.37
H 2.3722 -2.3405 2.8769 -0.08
H 3.6209 -3.6439 2.3680 0.21
H 1.8552 0.5394 -0.6082 0.30
H -0.3857 1.2302 -1.2849 0.26
C 1.9978 -4.1472 5.6488 -0.22
C 2.1696 -5.4743 6.3232 -0.37
O 1.7718 -6.3983 5.3183 -0.34
C 1.9363 -5.7810 4.1184 0.53
O 1.8526 -6.3310 3.0563 -0.53
O 2.2091 -4.4568 4.2762 -0.16
H 2.7191 -3.4059 5.9958 0.33
H 0.9883 -3.7432 5.7690 0.17
H 3.2100 -5.6743 6.5954 0.25
H 1.5455 -5.5741 7.2122 0.32
C -8.1535 -2.2000 -3.4772 -0.38
C -6.9115 -2.7433 -2.8381 -0.31
O -6.0883 -1.5910 -2.7088 -0.22
C -6.9147 -0.5087 -2.6950 0.61
O -6.5609 0.6058 -2.4314 -0.50
O -8.1886 -0.8554 -3.0167 -0.34
H -9.0507 -2.7393 -3.1705 0.32
H -8.0962 -2.1980 -4.5695 0.27
H -7.0988 -3.1576 -1.8432 0.27
H -6.4244 -3.5025 -3.4519 0.30
C -0.1521 -0.7930 3.2072 0.50
C -1.3681 -0.2211 3.8710 -0.07
O -1.1305 -0.4752 5.2477 -0.34
C 0.2166 -0.5999 5.4061 0.60
O 0.7704 -0.6534 6.4647 -0.54
O 0.8518 -0.6566 4.2017 -0.32
H 0.1233 -0.2503 2.3011 -0.20
H -0.2674 -1.8541 2.9648 0.10
H -1.4584 0.8590 3.7207 -0.02
H -2.2896 -0.7028 3.5401 0.34
C 3.7652 5.6327 -0.6578 -0.42
C 3.5350 4.9161 0.6359 -0.26
O 2.2471 4.3377 0.4572 -0.24
C 2.0463 4.2175 -0.8811 0.51
O 1.1316 3.6139 -1.3783 -0.51
O 3.0097 4.8635 -1.5869 -0.27
H 4.8187 5.6582 -0.9392 0.32
H 3.3762 6.6547 -0.6458 0.29
H 4.2609 4.1155 0.8068 0.24
H 3.5430 5.5905 1.4925 0.30
C -1.1790 4.9961 2.3810 -0.14
C -0.9837 4.5879 3.8099 -0.18
O 0.4165 4.7379 3.9970 -0.32
C 0.8494 5.6377 3.0730 0.74
O 1.9464 6.1190 3.0602 -0.58
O -0.1240 5.9219 2.1660 -0.31
H -2.1488 5.4656 2.2098 0.34
H -1.0617 4.1589 1.6860 0.09
H -1.5066 5.2467 4.5089 0.27
H -1.2925 3.5579 3.9957 0.10
```

Calculated values
* gap between HOMO and LUMO: 7.2 eV
* spin multiplicity: 1
* net charge: +1
* molecular weight: 706.8 g mol⁻¹